1.
89
Properties=species:S:1:pos:R:3:forces:R:3 method="wB97M-V/def2-TZVPD" orbital_gap_ev=9.1 energy_ev=-60568.2876 charge=0 lumo_energy_ev=0.50
N -0.8121 -5.6528 1.5760 -0.072 -0.366 -0.117
C -1.0016 -5.6045 0.1180 0.256 0.745 0.560
C 0.3240 -5.8139 -0.5894 -0.049 -0.555 0.554
C 0.6271 -7.2739 -0.8154 -0.467 0.275 -0.347
O 0.5645 -8.0266 0.4134 0.507 0.272 0.294
S 1.9809 -8.2720 1.1262 0.481 0.333 -1.386
O 1.6623 -9.0401 2.2645 -0.369 -0.997 1.324
O 2.5493 -6.7889 1.7063 -0.120 -0.165 -0.457
F 1.9170 -6.4291 2.9054 -0.219 0.220 0.360
H -1.7097 -5.7608 2.0266 -0.011 0.058 0.165
H -0.4088 -4.7836 1.8956 -0.001 0.076 0.114
H -1.3653 -4.6212 -0.1620 -0.414 0.065 -0.383
H -1.7277 -6.3619 -0.1427 -0.248 -0.187 -0.242
H 1.0785 -5.4254 0.0704 0.471 0.450 0.075
H 0.3724 -5.2713 -1.5215 0.028 0.098 -0.379
H -0.1563 -7.6879 -1.4306 -0.231 -0.384 -0.222
H 1.5656 -7.4303 -1.3373 0.374 -0.084 0.083
C 2.6316 1.7089 1.0414 0.130 -0.103 0.034
O 3.6903 0.9110 1.5440 -0.163 0.049 -0.104
C 3.4717 0.4303 2.8641 0.282 -0.019 0.122
C 3.3234 -1.0748 2.8669 -0.123 -0.007 -0.196
N 2.0761 -1.4747 2.2293 0.096 -0.063 0.015
C 1.9554 -2.9097 1.9891 -0.139 0.148 -0.027
C 2.9210 -3.5551 1.0031 -0.068 -0.271 0.040
O 2.7383 -3.1318 -0.3383 0.100 0.077 0.018
C 3.4320 -1.9544 -0.7084 -0.141 -0.080 -0.145
H 2.9450 2.1101 0.0782 0.071 -0.029 0.006
H 1.7236 1.1141 0.8884 -0.074 0.091 0.052
H 2.4116 2.5413 1.7113 -0.124 -0.002 -0.011
H 2.6005 0.9082 3.3199 -0.073 -0.023 -0.063
H 4.3502 0.6972 3.4593 -0.015 0.021 0.008
H 3.3270 -1.4342 3.8998 -0.001 -0.034 0.004
H 4.2020 -1.4939 2.3572 0.087 0.014 0.114
H 1.9940 -0.9908 1.3448 -0.010 0.027 -0.011
H 0.9425 -3.0816 1.6134 -0.004 -0.041 -0.014
H 2.0319 -3.4326 2.9469 0.042 -0.013 0.013
H 2.7187 -4.6293 1.0045 0.088 0.181 0.019
H 3.9685 -3.4386 1.3046 0.003 0.131 -0.020
H 4.3736 -1.8481 -0.1645 -0.010 0.034 0.060
H 2.8206 -1.0606 -0.5535 0.098 0.062 0.068
H 3.6523 -2.0216 -1.7742 0.002 -0.039 0.003
C -1.2320 8.9985 0.9257 0.034 -0.065 -0.092
O -0.2473 8.6466 -0.0271 -0.080 0.031 0.186
C 0.9933 9.3211 0.1440 0.120 0.019 -0.281
C 2.0835 8.3462 0.5292 -0.143 -0.139 0.154
N 1.8746 7.8348 1.8777 0.082 -0.044 -0.145
C 2.7522 6.7280 2.2455 -0.153 0.099 0.147
C 2.6042 5.4155 1.4836 0.238 -0.103 0.142
O 1.3740 4.7521 1.7184 -0.009 0.149 -0.190
C 0.3044 5.1524 0.8794 -0.094 -0.181 0.169
H -2.1589 8.5071 0.6358 0.013 -0.017 -0.037
H -0.9603 8.6634 1.9325 -0.010 0.090 0.042
H -1.3986 10.0795 0.9411 -0.008 0.011 0.048
H 0.9095 10.1228 0.8824 -0.030 -0.049 0.085
H 1.2530 9.7757 -0.8164 -0.014 0.023 0.009
H 3.0502 8.8558 0.4874 0.028 -0.019 0.004
H 2.0883 7.5442 -0.2220 0.072 0.081 -0.103
H 0.9146 7.5293 1.9651 -0.035 0.017 0.025
H 2.5713 6.5154 3.3017 0.055 -0.043 0.011
H 3.7900 7.0649 2.1640 0.013 0.004 -0.049
H 3.3816 4.7397 1.8517 -0.012 -0.013 0.006
H 2.7841 5.5301 0.4083 -0.132 0.070 -0.028
H 0.6535 5.4560 -0.1102 0.021 0.065 0.004
H -0.2757 5.9638 1.3266 0.012 0.078 -0.108
H -0.3633 4.2976 0.7662 0.034 -0.028 0.001
C -6.7037 -2.6954 -3.9059 0.096 0.014 -0.066
O -5.7017 -1.8494 -4.4365 -0.113 -0.090 0.144
C -5.7720 -0.5057 -3.9753 0.115 0.169 -0.228
C -4.5642 -0.1662 -3.1307 0.013 -0.222 0.117
N -4.5967 -0.8812 -1.8614 0.108 0.066 -0.096
C -3.3664 -0.7833 -1.0819 -0.201 -0.128 0.066
C -2.1033 -1.4115 -1.6601 0.218 0.156 0.193
O -2.1444 -2.8240 -1.7421 -0.063 0.047 -0.157
C -2.7246 -3.3475 -2.9234 0.048 -0.199 0.168
H -6.6166 -3.6590 -4.4044 0.031 0.010 -0.028
H -6.5771 -2.8478 -2.8286 -0.092 0.029 0.024
H -7.7026 -2.2919 -4.0955 -0.026 -0.012 0.041
H -6.6972 -0.3250 -3.4217 0.006 -0.068 0.077
H -5.7767 0.1421 -4.8566 -0.029 -0.002 0.002
H -4.5567 0.9095 -2.9333 0.026 0.012 0.015
H -3.6704 -0.4106 -3.7213 -0.009 0.123 -0.084
H -4.7877 -1.8577 -2.0425 -0.034 -0.024 0.008
H -3.5591 -1.2620 -0.1189 0.052 0.023 0.033
H -3.1688 0.2731 -0.8754 0.019 0.021 -0.042
H -1.2851 -1.1798 -0.9723 0.008 -0.023 -0.001
H -1.8230 -0.9796 -2.6280 -0.108 -0.047 -0.065
H -2.5615 -2.6939 -3.7832 -0.044 0.045 -0.001
H -3.7958 -3.5288 -2.7994 -0.033 0.081 -0.111
H -2.2526 -4.3104 -3.1231 0.041 0.015 0.008

***

2.
100
Properties=species:S:1:pos:R:3:forces:R:3 method="wB97M-V/def2-TZVPD" orbital_gap_ev=8.1 energy_ev=-128243.2638 charge=-1 lumo_energy_ev=1.79 e_above_lowest_kcal_mol=77.2
Cl -0.1737 2.3242 -0.0563 -2.882 -1.368 0.513
O -0.6966 1.3616 -1.0116 0.690 -0.272 0.130
O 0.2980 3.4448 -0.7485 0.857 2.371 -1.356
O -1.3063 2.6884 0.7958 0.688 0.161 0.115
O 0.8893 1.7979 0.7328 0.632 -0.845 0.599
O -4.9191 -3.7389 5.5230 -0.390 0.657 -0.196
S -4.8880 -2.9621 4.3147 -0.484 1.214 -2.247
O -4.5988 -3.6228 3.0510 -0.665 0.971 1.689
O -6.3548 -2.0829 4.0625 3.630 -0.656 -1.949
C -7.3235 -1.9954 5.0371 -0.525 -1.239 0.889
C -8.2253 -3.1914 4.7982 -1.110 -0.844 0.501
C -3.7625 -1.5118 4.5001 -0.930 -1.490 -0.030
H -7.8634 -1.0533 4.9423 0.212 0.090 -0.066
H -6.7518 -2.0277 5.9646 -0.830 -0.034 0.697
H -7.6753 -4.1324 4.7860 0.329 0.157 0.153
H -8.7691 -3.1870 3.8536 0.376 0.573 -0.310
H -9.0358 -3.3460 5.5104 0.120 0.314 0.490
H -2.7804 -1.9828 4.4585 0.062 0.266 0.331
H -4.0592 -1.1155 5.4712 0.452 0.222 -0.115
H -3.8803 -0.8140 3.6711 -0.233 -0.201 0.132
O 1.8942 -4.2694 4.4081 3.934 0.537 0.887
S 3.3004 -3.8656 4.7028 -0.741 0.280 0.960
O 3.8425 -3.8034 6.1055 -1.391 -0.641 -3.740
O 4.3014 -4.7473 3.7156 -3.523 0.304 1.423
C 5.6464 -4.4073 3.7092 1.401 0.434 -1.242
C 5.9783 -3.7483 2.3290 0.643 -0.082 0.969
C 3.5242 -2.2209 3.9964 -0.681 0.180 0.205
H 6.1259 -5.3795 3.8234 0.558 0.255 -0.050
H 5.8933 -3.7772 4.5636 0.182 0.025 -0.034
H 7.0556 -3.6352 2.2072 0.197 -0.402 0.074
H 5.6521 -2.7113 2.2497 -0.573 -0.202 0.038
H 5.6023 -4.3578 1.5073 -0.116 0.118 0.114
H 4.5104 -1.7683 4.1000 0.021 -0.490 0.253
H 2.8091 -1.6280 4.5667 0.051 0.088 0.036
H 3.2090 -2.1823 2.9536 0.002 -0.386 0.081
O -4.5054 6.3378 -6.3509 0.717 -0.722 2.719
S -4.1574 5.8824 -4.9980 0.014 -0.257 0.657
O -4.1874 6.7197 -3.8044 -0.633 -0.500 -1.675
O -5.0878 4.5585 -4.7666 0.460 0.955 -1.548
C -5.3015 3.9604 -3.5118 -0.300 0.408 2.317
C -6.6657 4.4322 -2.9753 0.298 -1.166 -0.901
C -2.5700 5.0480 -4.9290 -0.439 0.150 -0.720
H -4.5151 4.1913 -2.7932 0.236 0.351 -0.118
H -5.2693 2.8722 -3.5667 -0.117 0.037 -0.701
H -7.3055 4.1849 -3.8225 -0.482 0.716 -0.048
H -6.6703 5.4865 -2.6988 -0.107 -0.194 -0.090
H -7.0560 3.7674 -2.2047 0.371 0.260 0.442
H -1.7344 5.7447 -4.9959 -0.263 0.084 -0.298
H -2.6710 4.3817 -5.7857 0.646 -0.150 0.103
H -2.4619 4.5072 -3.9888 -0.354 0.008 -0.068
O -0.7443 8.4416 5.2282 -0.691 -0.389 -0.657
S -1.7060 7.5361 4.6565 -1.012 -0.521 -1.220
O -3.0057 7.3227 5.2699 1.346 -0.112 0.207
O -2.1377 8.0911 3.1356 1.205 -0.436 1.902
C -3.0754 7.2341 2.4705 -1.409 0.270 -0.682
C -4.4674 7.9604 2.1641 1.683 -0.351 -0.464
C -0.8324 5.8302 4.4013 -0.991 2.309 0.027
H -3.2373 6.3060 3.0188 -0.165 0.184 0.254
H -2.5509 6.9242 1.5667 -0.388 0.197 -0.324
H -4.2981 8.8172 1.5120 0.328 0.218 0.187
H -5.0223 8.3174 3.0317 0.226 -0.400 0.123
H -5.0701 7.3206 1.5195 -0.113 -0.373 0.397
H 0.1121 6.0014 4.9178 -0.254 -0.389 0.176
H -0.6431 5.6698 3.3400 -0.264 -0.081 0.088
H -1.5623 5.1580 4.8525 0.519 -0.202 -0.090
O 4.6226 5.4224 -4.6307 0.302 -1.595 0.720
S 4.9738 4.0439 -4.8997 -1.584 0.017 0.293
O 6.0522 3.8531 -5.8271 -0.219 -0.854 0.270
O 5.2942 3.1997 -3.4535 -0.535 2.891 -1.977
C 5.7587 1.8675 -3.5024 0.288 -0.743 -0.744
C 4.7963 1.0955 -2.6546 -0.036 -0.887 0.267
C 3.3224 3.1853 -5.4452 2.094 0.568 0.364
H 6.8043 1.8003 -3.2017 -0.029 0.316 0.516
H 5.8117 1.5044 -4.5288 -0.385 -0.038 -0.244
H 3.7906 1.1967 -3.0625 -0.058 0.217 0.295
H 4.8502 1.4165 -1.6143 -0.293 0.221 -0.116
H 4.9929 0.0235 -2.6400 0.285 -0.080 -0.156
H 3.5728 2.1266 -5.5134 -0.348 -0.002 0.404
H 3.0304 3.5128 -6.4429 0.340 0.380 0.144
H 2.5979 3.4997 -4.6940 0.144 -0.392 0.008
C 1.2344 -4.6547 -1.2134 0.595 -0.643 -0.772
C 2.2408 -5.0766 -2.3774 -0.824 -0.896 2.011
C 2.6387 -6.5985 -2.1411 0.199 1.408 -0.752
C 3.4603 -7.2381 -3.2593 -0.349 -0.911 0.384
C 3.8904 -8.6708 -2.8434 0.763 0.267 -1.025
C 4.7251 -9.3528 -3.9772 -0.482 -0.156 0.235
H 1.0089 -3.5981 -1.0694 0.517 0.124 -0.281
H 1.6582 -5.0595 -0.2944 -0.162 0.152 0.208
H 0.2537 -5.1081 -1.3578 0.059 -0.305 -0.076
H 1.7619 -4.9057 -3.3415 0.344 -0.025 -0.106
H 3.1564 -4.5034 -2.2318 -0.052 0.228 -0.503
H 1.7539 -7.1922 -1.9117 -0.077 -0.048 -0.092
H 3.3020 -6.6462 -1.2775 -0.250 0.175 0.412
H 2.9150 -7.2815 -4.2021 -0.205 -0.031 -0.055
H 4.3647 -6.6688 -3.4738 0.085 0.191 0.121
H 4.4707 -8.5876 -1.9245 0.220 -0.051 0.015
H 3.0559 -9.3183 -2.5740 -0.303 0.215 -0.219
H 5.8041 -9.2045 -3.9338 -0.034 0.184 0.285
H 4.5498 -10.4282 -4.0081 0.106 -0.102 0.214
H 4.4152 -9.0109 -4.9647 -0.146 0.240 0.011

***

3.
96
Properties=species:S:1:pos:R:3:forces:R:3 method="wB97M-V/def2-TZVPD" orbital_gap_ev=9.5 energy_ev=-75992.2779 charge=0 lumo_energy_ev=0.16 smiles="COCCCCC[C@H]1OS(=O)(=O)[C@@H](C(F)(F)C(F)F)[C@H](N)[C@H]1CON=O.CO.CO.CO.CO.CO.CO.CO.CO"
C 5.1308 0.1065 -0.6105 0.588 -0.390 -0.646
O 4.3230 1.2504 -0.9394 0.445 -0.413 1.749
C 4.6658 2.3958 -0.1124 0.023 1.633 -0.806
C 3.3592 3.1748 0.3517 -0.011 -0.180 0.139
C 2.7141 2.6173 1.6991 0.427 0.234 -0.318
C 2.3639 1.0615 1.6709 0.879 0.420 0.068
C 1.5427 0.5979 0.3874 0.581 -0.068 0.243
C 0.2862 -0.3358 0.6849 1.394 -0.443 -1.991
O -0.3567 -0.1121 1.9677 -1.598 1.760 -1.926
S -1.3312 1.2377 1.9772 -1.334 2.524 7.377
O -2.3521 1.0054 3.0649 2.249 -0.701 -3.539
O -0.5073 2.4078 2.3981 -0.992 -2.418 -2.795
C -2.2924 1.4871 0.4174 0.147 -0.959 -1.816
C -3.0518 2.8798 0.3289 -1.240 0.592 1.467
F -3.7432 3.0811 1.5521 1.076 -0.441 -2.031
F -4.0654 2.8805 -0.6519 2.253 -0.405 1.643
C -2.1223 4.1594 0.1322 -1.099 1.977 0.163
F -2.8907 5.1207 -0.5853 1.252 -1.539 0.981
F -1.8652 4.7690 1.3743 -0.144 -1.403 -2.330
C -1.3579 1.1532 -0.8463 -1.049 -1.067 -0.357
N -2.2934 1.0085 -2.0246 1.728 0.335 0.769
C -0.7111 -0.2823 -0.5750 0.611 0.267 0.916
C 0.0879 -0.8852 -1.8126 -1.034 -1.165 0.272
O 0.7450 0.1272 -2.6276 -0.917 -0.345 1.189
N 1.9276 -0.3784 -3.0729 1.322 1.306 -0.629
O 2.5693 0.4841 -3.5744 -0.475 -1.106 0.211
H 6.1335 0.2472 -1.1500 -1.142 -0.528 0.870
H 5.3069 -0.0353 0.5018 -0.242 0.399 -1.160
H 4.6324 -0.8532 -0.9801 0.545 1.438 0.253
H 5.3564 2.1314 0.7449 -0.953 0.070 -0.787
H 5.2476 3.1131 -0.7951 -0.581 -0.924 0.940
H 2.6446 3.1575 -0.5420 0.831 -0.098 1.211
H 3.5694 4.2853 0.5353 0.051 -1.528 -0.314
H 1.8302 3.2847 1.9423 0.814 -1.092 -0.240
H 3.4756 2.8040 2.5323 -1.083 -0.352 -1.080
H 3.3701 0.5127 1.6602 -1.394 0.653 0.089
H 1.8890 0.8131 2.6652 0.277 0.145 -1.274
H 1.3037 1.5042 -0.2671 0.035 -1.268 1.034
H 2.2630 -0.0286 -0.2445 -1.129 0.893 0.736
H 0.6810 -1.4099 0.7133 -0.763 1.431 0.446
H -3.1056 0.6817 0.4157 1.129 1.098 0.269
H -1.1852 3.9903 -0.4689 -0.868 0.139 0.976
H -0.6171 1.9626 -1.1108 -0.662 -0.996 0.725
H -1.7380 1.3857 -2.8083 -0.812 -0.657 0.149
H -2.4594 0.0008 -2.1670 -0.112 0.887 -0.341
H -1.5839 -0.9757 -0.3026 1.123 0.767 -0.664
H -0.5972 -1.4864 -2.4956 0.803 0.921 0.962
H 0.8444 -1.6277 -1.3983 -0.880 1.135 -0.746
C -1.0796 -2.9775 3.1344 -0.033 -0.180 0.086
O 0.1468 -3.5254 2.6609 0.177 -0.043 -0.151
H -1.0536 -1.8967 3.0048 0.043 -0.250 0.052
H -1.9139 -3.3908 2.5605 -0.151 0.103 0.113
H -1.2031 -3.2112 4.1948 -0.188 0.096 -0.006
H 0.1005 -4.4795 2.7858 0.096 0.148 -0.029
C 3.2759 -1.4570 4.7411 0.354 0.107 0.069
O 4.0255 -0.2555 4.7990 0.110 0.197 0.071
H 2.2381 -1.2166 4.5102 0.096 0.048 -0.004
H 3.6802 -2.1040 3.9573 -0.188 -0.185 0.016
H 3.3234 -1.9653 5.7080 -0.160 -0.206 -0.075
H 4.9391 -0.5002 5.0046 -0.184 -0.005 -0.191
C 6.7488 -2.9828 3.5958 0.181 0.129 -0.037
O 6.7152 -1.8254 4.4209 -0.019 0.145 0.127
H 5.8183 -3.5339 3.7274 0.053 0.118 0.055
H 6.8488 -2.6879 2.5482 -0.035 -0.196 -0.057
H 7.5891 -3.6188 3.8847 -0.071 -0.140 -0.124
H 7.5464 -1.3565 4.2869 -0.159 0.006 0.093
C -5.3216 -0.6500 -4.1269 0.170 0.262 -0.172
O -3.9652 -0.2374 -3.9844 0.245 -0.047 -0.070
H -5.6466 -1.1148 -3.1993 0.194 0.046 -0.099
H -5.9501 0.2190 -4.3358 -0.113 -0.113 -0.055
H -5.4023 -1.3731 -4.9406 -0.268 -0.008 0.095
H -3.7025 0.1698 -4.8171 -0.001 -0.038 0.160
C -6.5490 -4.4857 -3.5028 -0.287 0.081 0.003
O -6.7663 -3.1044 -3.2485 -0.148 -0.066 0.102
H -5.4764 -4.6774 -3.4995 -0.072 0.123 0.017
H -7.0251 -5.0857 -2.7230 0.097 -0.187 -0.083
H -6.9601 -4.7516 -4.4798 0.090 -0.193 0.016
H -7.7193 -2.9604 -3.2565 0.147 -0.003 0.008
C -8.9641 0.5255 -6.1384 -0.035 -0.060 0.287
O -8.1874 -0.5248 -5.5779 -0.008 -0.136 -0.018
H -8.7361 0.6004 -7.2012 0.044 -0.086 0.103
H -10.0279 0.3082 -6.0123 -0.055 0.186 -0.129
H -8.7171 1.4710 -5.6489 -0.128 0.111 -0.142
H -8.4059 -0.5708 -4.6406 0.117 -0.010 -0.126
C 3.5561 4.9906 5.4735 0.237 0.041 -0.096
O 3.8635 4.6146 4.1379 0.062 0.027 -0.104
H 2.5300 4.6971 5.6920 0.086 -0.020 -0.122
H 4.2319 4.4827 6.1664 -0.117 0.069 0.171
H 3.6533 6.0737 5.5854 -0.083 -0.004 0.201
H 4.7732 4.8835 3.9682 -0.147 -0.064 -0.036
C 1.1174 -4.1164 -3.0544 -0.102 -0.209 0.073
O 0.1532 -3.7128 -2.0888 -0.142 -0.302 0.120
H 1.5718 -3.2259 -3.4888 -0.085 -0.007 0.108
H 1.8923 -4.7192 -2.5746 0.108 0.008 -0.177
H 0.6312 -4.6950 -3.8436 0.177 0.003 -0.102
H -0.2337 -4.5149 -1.7195 0.025 0.164 0.000